Below is a 2-piece molecular cluster, C3H11N3O overall, with properties calculated with ωB97M-V with the def2-TZVPD basis set.

HOMO level ... -9.2444 eV
2S+1 ... 1
Energy ... -360.406629 Ha
SMILES string ... N=C(N)N.CCO
Gap between HOMO and LUMO ... 0.3631 hartree
Relative energy (zero: lowest compared OMol25 entry of this formula, charge and spin) ... 80.8 kJ/mol

```
18
C3H11N3O (ωB97M-V with the def2-TZVPD basis set)
H -2.25142 2.15472 -0.67067
H -0.56560 2.82053 0.97235
H 0.05549 1.13087 1.07977
H 0.70510 -0.91249 -1.89658
C -1.74140 1.39752 -0.07493
H 0.47743 -2.96705 -0.89828
H 0.68875 -2.97700 0.77330
C -0.40060 1.88240 0.43971
C 1.57461 -1.42021 -0.14509
H 1.90956 0.08710 -1.37218
N 1.05755 -2.70831 -0.11618
O -2.49473 1.00377 1.07559
H -1.60323 0.50245 -0.69810
H 1.95083 -1.30948 1.68090
N 2.07078 -0.76024 0.82554
H -3.39281 0.85141 0.78985
H 0.34894 2.10231 -0.32316
N 1.61074 -0.87832 -1.44184
```

Below is C63H85N8O10P2S2Sc as an isolated structure in a non-equilibrium geometry, with properties calculated with ωB97M-V with the def2-TZVPD basis set.

HOMO level ... -7.2041 eV
2S+1 ... 1
Energy ... -5881.817048 Ha
Gap between HOMO and LUMO ... 0.2470 hartree

```
171
C63H85N8O10P2S2Sc (ωB97M-V with the def2-TZVPD basis set)
C 0.00607 -0.19709 -4.92397
C -6.55132 0.18645 -4.33656
H 1.39746 2.79721 -3.35706
H 0.46717 0.23673 -5.79741
C 0.10825 -6.13582 -0.29888
C 3.03451 -1.27955 4.05858
H -7.01802 -3.71013 0.48842
H -6.89013 -1.05883 -6.05394
H 0.49122 4.42528 3.90576
H 1.40148 2.74632 2.36665
Sc 0.36594 0.20782 0.03597
C 0.32316 0.00736 -3.63548
C -1.96617 4.24791 1.60939
H -1.30796 -4.79381 -1.23639
C -2.63798 4.06283 -1.21849
H -0.16558 -7.00669 -0.89711
C -4.57216 -1.65612 -3.66199
H -2.75217 5.02679 -0.74360
H 4.81856 2.51012 3.86574
H 4.33943 -0.00569 -0.21824
H -4.22622 -0.43451 -1.93852
H 3.25786 5.72686 -1.99472
H -3.63923 -4.38195 5.44758
H 1.85664 0.76463 6.48327
C -2.21521 1.65013 -2.32561
H 3.76315 -2.06189 3.89530
H -0.12909 -3.30623 3.96160
H 2.74027 3.75882 1.08689
P -1.83839 -2.48054 1.22967
C -0.37516 -3.59167 1.21991
H 6.31128 3.84119 1.94236
H -0.86524 -1.00737 3.29392
C -1.51136 -1.65822 3.86855
C -3.67626 -4.30131 -0.23164
H 0.82256 -5.04092 2.17274
H -3.36549 2.31025 -3.99739
H -2.96530 4.59150 1.38084
C -3.10556 -2.87744 -0.02393
H 1.30091 -3.66138 -0.10292
H -1.79940 5.33336 3.45472
H -4.97626 -4.73998 1.44956
C 1.89433 -0.99373 -1.68207
C 2.44461 -1.51215 1.67890
P 2.83027 2.28460 -0.72058
C 3.58201 3.15733 0.74701
H 3.14797 3.00435 3.76768
C 3.97186 2.22459 1.89819
H 0.26549 -2.91237 1.79681
C 1.24414 0.13880 3.16211
H 3.25611 1.41317 1.99281
C -5.50999 -2.14790 0.62000
O 3.04879 -2.55901 1.55267
C 5.04957 0.55952 -0.82874
H 1.11233 0.66174 -3.29725
H -3.32282 -1.54746 2.74205
H -2.68384 -4.46678 3.14408
C 4.09373 3.01111 3.21978
C 6.41296 0.36159 -2.92908
H 0.28789 3.10178 -2.03536
H -0.26647 4.67439 -3.82229
C -3.16812 -3.55875 3.51364
C -0.58773 -6.18582 1.05993
H 1.19235 -6.17249 -0.14126
H -4.42890 -1.62651 -1.13054
O -0.99863 1.54319 4.25631
N -7.50631 1.13110 -4.69737
C 1.12274 0.66712 4.48554
C -5.32379 -1.83608 -4.81557
H -2.04013 -1.00995 4.56849
H 5.63723 1.89799 -4.25381
N 2.34315 -1.97869 -2.09319
N -0.41053 -0.67934 -2.69212
C 4.53927 4.46154 2.97229
H -1.27179 -4.61843 5.49446
H 7.03904 1.16551 -2.52919
C 2.23751 -0.87655 3.01321
C 5.80432 -0.40463 -1.75731
H 2.65559 -2.88125 -2.38035
H -1.58301 -3.26352 6.55925
C -1.31911 3.37476 0.74092
C 3.17054 4.75977 -3.89721
H -5.38466 -2.20973 1.70472
C -1.62847 -3.58513 5.51702
C 1.77205 5.24583 -4.31482
H -8.21660 0.82267 -5.33861
H -5.12495 -2.69500 -5.44414
C -0.23628 -4.84093 -1.03243
C -6.03406 -3.47786 0.07590
N 3.77613 -1.08216 6.40598
H -2.06616 0.67947 -2.74136
N -2.19752 -2.14846 -2.51185
H -3.56917 -2.63091 5.40673
H 4.98715 2.52397 -1.74209
H -3.78834 -4.40182 -1.31380
C -4.19724 -1.78132 -0.07351
C -1.32078 4.65425 2.76077
H -3.71531 4.59502 -3.00059
C 0.46098 3.21859 2.14158
S -1.25256 -1.37525 -5.03497
H -2.46512 -2.67547 -0.89544
H 3.93091 5.42242 -4.31462
H -2.95870 -5.04946 0.08259
H -5.40797 -5.54767 -0.02875
C 1.11052 3.53197 -2.60073
C 2.91935 -0.66622 5.29858
C 5.47313 4.52245 1.76719
C 5.30378 0.94929 -3.82404
H 4.93126 1.75643 1.67197
C -2.53272 -2.28741 2.91044
H 3.36420 3.77533 -4.32725
C -0.71192 -2.69699 4.65211
C -5.78859 0.35583 -3.17934
H -7.85762 1.71510 -3.95839
H 1.53690 4.83669 -5.30011
O 1.96662 -0.82702 0.67247
C -4.80812 -0.56071 -2.84396
H 4.34829 5.03014 -0.01372
H 1.76897 6.33324 -4.42044
H 5.12476 -1.17472 -2.13481
H 3.67052 5.10360 2.78982
C 3.34428 4.70443 -2.37731
N 0.06445 1.61345 4.83773
H 1.86736 4.41440 -0.83614
C -0.23879 -4.96528 1.91099
O -1.25435 -1.13251 0.77162
O 3.56986 -0.58910 7.50002
O -4.08522 -3.65417 -2.10790
O 0.53475 0.56742 2.19317
H 4.36006 4.38887 -2.14611
H 5.89805 5.52157 1.65926
H 5.03592 4.85542 3.86025
H 0.53412 5.59533 -2.55722
N -1.65470 1.87061 -1.12951
C 4.32028 1.66778 -1.62609
H 5.46358 3.68911 -0.22281
C 4.73977 4.13130 0.46576
H 0.25611 -4.81128 -2.00742
C -6.30266 -0.91928 -5.15331
H -6.23695 -1.35419 0.43307
N -0.13278 2.83061 1.01105
C -1.32429 -1.45417 -3.25624
C -5.04616 -4.60089 0.37936
H -0.03281 -2.71543 -0.75620
H -0.78443 -5.00324 2.85078
H -0.29026 -7.08430 1.60442
O -3.07377 -3.65016 -4.36035
C -0.05763 4.15393 3.01387
H 6.57734 -0.92187 -1.18756
C 0.21172 -3.63116 -0.21382
S -3.43356 -2.92111 -3.16548
H 7.06995 -0.28106 -3.51663
C 2.28547 3.82157 -1.65807
O 4.64710 -1.89843 6.17320
C -3.16326 3.82570 -2.47553
C -2.96151 2.58089 -3.03073
H -5.97132 1.21206 -2.53802
H 5.76809 1.02253 -0.14889
H 3.36914 1.87635 -3.57672
C 1.96826 0.30595 5.51186
H -1.66520 -6.25840 0.91437
H -3.79477 -0.83774 0.30597
O 0.30823 2.43663 5.71031
H 3.44487 0.23614 -2.97991
H 0.01258 -2.19073 5.28882
H 5.10281 0.27741 -4.66204
C 0.68769 4.81449 -3.31077
H -4.20582 -3.61723 3.22097
C 4.00236 1.16935 -3.04048
H -6.14193 -3.38610 -1.01085
C -3.08200 -3.53818 5.03777
C -1.91159 3.06760 -0.57703
```

Below is the molecule C6H8ClN in a non-equilibrium geometry, with properties calculated with ωB97M-V with the def2-TZVPD basis set.

HOMO level ... -9.8804 eV
2S+1 ... 1
Energy ... -748.304986 Ha
SMILES string ... CC[C@@]1(Cl)C=CC=N1
Gap between HOMO and LUMO ... 0.3692 hartree
Relative energy (zero: lowest compared OMol25 entry of this formula, charge and spin) ... 113.1 kJ/mol

```
16
C6H8ClN (ωB97M-V with the def2-TZVPD basis set)
H -2.18356 1.34155 0.61446
Cl 0.94382 1.37803 1.80035
C 0.48364 0.87804 -0.81771
C 1.77883 0.24489 -1.36247
H 0.52115 2.07021 -0.96804
H -0.55331 -2.71330 1.12395
H 2.70114 0.87974 -1.19401
C -1.61602 0.39017 0.82433
C 0.03570 0.40523 0.58093
C -1.96257 -0.85469 1.14197
C -0.72243 -1.63536 1.04870
H -2.90538 -1.33731 1.32976
H 1.89122 -0.74057 -0.91228
H -0.43336 0.54283 -1.51422
H 1.67446 0.14875 -2.52344
N 0.34666 -0.99820 0.82772
```